[1]
C41H49AlF5N5OSTe as an isolated structure, computed with ωB97M-V/def2-TZVPD.

The geometry in ORCA input format:
```
! RIJCOSX wB97M-V def2-TZVPD def2/J DEFGRID3
* xyz 0 1
C 3.00 -0.04 -1.09
H -5.10 -1.74 2.47
C 3.02 -2.92 1.06
H -4.17 2.21 -3.36
C -5.79 2.18 0.62
C -4.54 0.20 -4.09
C -3.72 0.86 -1.79
H -0.26 3.14 -4.47
C 0.59 2.50 -4.67
C 3.11 -5.44 1.10
C -5.49 0.78 0.08
H -0.93 -2.53 5.86
N 2.19 3.61 1.73
H -0.53 0.92 -5.66
F -0.83 3.69 1.55
Te -1.38 2.01 2.28
H -0.44 -4.20 6.20
H 2.03 -5.53 1.10
C 3.69 -2.05 0.21
H 0.03 2.19 -6.75
H 3.52 -6.30 1.62
H -0.83 -4.77 3.76
H 3.40 0.53 -5.30
H 4.26 1.96 -2.72
C -1.31 -3.91 4.23
C -2.77 0.24 1.69
C 4.08 0.70 -4.46
C 1.73 4.87 1.79
N 1.52 -1.32 0.38
H 1.75 2.91 2.33
H -4.84 -3.29 3.25
H 4.33 3.82 -0.80
H -5.78 2.92 -0.18
C 5.31 -2.98 -1.47
H -3.68 0.45 2.25
Al -0.04 -0.13 0.20
H 6.35 -2.98 -1.80
F -0.09 2.73 3.52
C -4.12 0.66 -0.51
H -5.15 0.53 -4.93
N 0.66 0.49 -1.53
H -5.60 0.04 0.88
C -4.54 1.25 -2.97
C 2.21 1.43 -2.94
C 0.03 1.13 -2.54
C -2.92 0.34 0.24
H 0.97 5.05 2.54
C -0.53 -2.48 2.18
H -6.23 0.51 -0.68
H 1.16 0.99 -6.13
C -2.44 -1.86 3.19
C 3.15 3.18 0.87
H -5.78 -2.04 4.07
H 0.53 -3.18 5.13
F -1.17 0.66 3.67
C -1.39 1.14 -2.71
H -5.05 2.49 1.35
H 3.46 2.72 -4.07
H -3.53 0.01 -4.45
C 5.12 -2.11 -0.23
C 1.70 -2.43 1.15
O 0.04 1.27 1.30
F -2.65 2.72 3.46
F -2.74 2.62 0.98
C 3.59 4.13 -0.08
C -4.92 -2.22 3.43
C 3.12 5.42 -0.05
H 4.01 0.06 -1.45
N -1.00 -1.37 1.47
H 5.50 -1.11 -0.42
C -0.49 -3.43 5.43
S 3.75 1.61 1.01
H 1.42 3.17 -4.91
H 1.81 6.83 0.97
C 0.95 1.72 -3.43
H 4.19 -0.25 -3.94
H 1.01 -3.82 2.63
C -3.63 -1.68 4.07
H -2.29 -4.25 4.56
C -2.27 0.68 -1.80
H 4.65 -4.08 1.75
H -5.56 1.44 -2.64
N -1.86 0.24 -0.53
H 3.44 -5.49 0.06
H 5.06 0.98 -4.86
C 3.56 -4.13 1.75
H 4.69 -2.62 -2.29
H -6.78 2.20 1.10
C 2.19 5.82 0.92
H -3.46 -2.17 5.02
H -3.75 -0.62 4.30
H 3.48 6.13 -0.77
C 0.71 -2.98 2.01
H 5.02 -4.01 -1.27
C 2.74 -1.09 -0.21
H -4.94 -0.74 -3.72
H 5.73 -2.51 0.59
C -1.49 -2.82 3.22
H 3.26 -4.12 2.80
H -1.78 1.61 -3.60
C 2.01 0.64 -1.79
C -2.09 -0.99 2.09
C 0.30 1.60 -5.87
C 3.54 1.78 -3.53
*
```

Here are the Löwdin charges for atoms 1 to 99, given in e: C -0.010; H 0.058; C -0.121; H 0.121; C -0.073; C -0.082; C -0.105; H 0.110; C -0.188; C -0.085; C -0.178; H 0.080; N 0.071; H 0.067; F -0.396; Te 1.915; H 0.073; H 0.069; C -0.120; H 0.072; H 0.072; H 0.111; H 0.065; H 0.104; C -0.182; C -0.143; C -0.072; C -0.070; N 0.134; H 0.110; H 0.077; H 0.095; H 0.080; C -0.075; H 0.113; Al 0.150; H 0.073; F -0.402; C -0.107; H 0.073; N 0.132; H 0.097; C -0.179; C -0.111; C -0.173; C -0.208; H 0.126; C -0.164; H 0.109; H 0.064; C -0.121; C -0.722; H 0.075; H 0.073; F -0.384; C 0.103; H 0.060; H 0.108; H 0.064; C -0.182; C -0.176; O -0.383; F -0.365; F -0.395; C -0.092; C -0.075; C -0.058; H 0.101; N 0.140; H 0.106; C -0.074; S 0.736; H 0.105; H 0.105; C -0.121; H 0.065; H 0.118; C -0.176; H 0.111; C -0.161; H 0.105; H 0.107; N 0.133; H 0.067; H 0.074; C -0.187; H 0.070; H 0.074; C -0.058; H 0.112; H 0.118; H 0.109; C 0.101; H 0.065; C -0.269; H 0.080; H 0.110; C -0.105; H 0.110


[2]
C41H49BaBrN4O3P2 as an isolated structure in a non-equilibrium geometry, computed with ωB97M-V/def2-TZVPD.

## Properties
- energy relative to the best compared isomer or geometry (same formula, charge and spin) (kJ/mol) = 420.0

The geometry in ORCA input format:
```
! RIJCOSX wB97M-V def2-TZVPD def2/J DEFGRID3
* xyz 0 1
H 3.85 0.97 4.78
C 0.79 1.96 5.71
C -1.53 2.87 2.18
H -1.75 -1.63 4.65
H -4.57 -2.46 -0.64
C -2.61 -1.67 -0.31
H 4.65 -2.43 1.68
N -1.42 -1.25 -7.72
C 5.10 2.35 2.41
H -2.86 0.36 -3.20
H 4.51 2.94 1.71
C -3.28 1.16 0.90
C 1.64 -1.59 -5.19
H 3.93 1.66 7.02
H -1.94 -0.12 3.76
N 1.49 -0.65 -2.58
C 2.73 -1.65 -4.35
C -1.08 -3.22 2.50
H -4.94 3.73 0.00
C 2.81 1.23 4.71
H -2.83 -0.48 -5.48
H -0.75 1.29 -7.41
N -0.67 -1.51 -6.77
H 3.44 -1.18 -2.37
H -2.16 3.22 -7.97
C -3.68 2.46 1.17
C -1.44 -1.09 3.76
O -0.74 0.51 -1.64
Ba 0.89 0.41 -0.19
H 3.29 -3.06 0.76
C -1.11 1.56 1.92
H -5.37 0.59 -8.98
C 2.85 1.73 7.16
C -2.79 3.31 1.83
C -1.93 -0.01 -3.62
C 2.60 -1.16 -3.05
H 6.82 0.18 2.83
C -2.26 -0.17 -7.88
H -0.99 -2.30 -1.61
H 1.79 -1.41 1.50
H 1.67 -1.94 -6.21
H 5.57 -1.06 2.90
H -1.36 -3.81 1.63
C -1.76 1.14 -7.75
C -2.55 2.22 -8.07
H 4.79 2.60 3.42
C 0.43 -1.06 -4.71
O 3.13 0.39 -0.13
C -5.04 2.95 0.74
H -5.59 3.35 1.59
C 2.15 1.64 5.84
C -0.75 -0.97 -5.52
C 4.91 0.86 2.12
H 0.23 2.29 6.57
H -3.76 -3.18 0.74
H -3.94 -1.35 -8.50
H 2.55 0.91 7.82
C 0.79 1.39 3.32
H -3.95 0.52 0.37
Br -4.96 3.52 -8.87
C 2.68 -1.94 3.38
H 6.15 2.62 2.30
H -0.37 -0.92 3.81
H -5.62 2.13 0.31
P -1.39 -0.95 0.92
H 3.66 -2.09 -4.68
H -3.08 4.32 2.04
C -4.36 0.74 -8.65
C -3.85 2.02 -8.50
H -1.32 -3.80 3.39
H -1.58 -3.57 -0.52
H -2.89 -2.04 2.52
H 4.07 -1.56 0.25
H 5.60 0.25 4.09
H 2.63 2.66 7.67
H 3.63 -1.83 3.90
C -2.03 0.69 1.29
H -0.82 3.56 2.62
C 2.78 -1.35 1.97
H -0.91 2.08 4.45
H 0.00 -3.07 2.47
C 5.77 0.00 3.04
C -3.92 -2.25 0.21
H -2.81 -0.82 -0.97
C -1.81 -1.88 2.51
P 3.10 0.48 2.08
C 0.41 -0.58 -3.38
C -1.88 -2.73 -1.14
C -0.78 0.02 -2.81
H 1.91 -1.44 3.95
H 5.19 0.66 1.08
C -1.91 -0.47 -4.92
N 0.17 1.10 2.17
C 0.14 1.85 4.50
C -3.56 -0.35 -8.37
H -2.53 -3.11 -1.92
H -4.45 -1.56 0.87
C 3.76 -2.15 1.11
O 2.56 1.30 0.86
C 2.18 1.12 3.47
H 2.44 -3.00 3.32
*
```

Here are the Löwdin charges for atoms 1 to 99, given in e: H 0.087; C -0.028; C -0.028; H 0.085; H 0.081; C -0.539; H 0.071; N 0.062; C -0.084; H 0.115; H 0.082; C -0.035; C 0.006; H 0.072; H 0.071; N -0.014; C -0.041; C -0.114; H 0.080; C -0.073; H 0.115; H 0.119; N 0.065; H 0.101; H 0.101; C -0.276; C -0.105; O -0.448; Ba 2.154; H 0.091; C -0.383; H 0.100; C -0.057; C -0.036; C -0.003; C -0.134; H 0.089; C -0.308; H 0.054; H 0.053; H 0.111; H 0.051; H 0.054; C -0.028; C -0.128; H 0.073; C -0.087; O -0.553; C -0.054; H 0.078; C -0.288; C -0.243; C -0.424; H 0.116; H 0.073; H 0.112; H 0.079; C -0.312; H 0.095; Br 0.705; C -0.085; H 0.087; H 0.057; H 0.073; P 0.988; H 0.103; H 0.114; C -0.133; C -0.689; H 0.081; H 0.062; H 0.094; H 0.060; H 0.069; H 0.076; H 0.077; C -0.333; H 0.118; C -0.443; H 0.103; H 0.056; C -0.083; C -0.114; H 0.077; C -0.521; P 0.961; C -0.171; C -0.116; C -0.410; H 0.068; H 0.118; C -0.003; N -0.149; C -0.024; C -0.028; H 0.084; H 0.065; C -0.081; O -0.643


no.,lowest unoccupied orbital energy (eV),HOMO-LUMO gap (eV),HOMO level (eV)
1,-1.92,5.2,-7.1635
2,-0.10,6.6,-6.7283